Record 1
Computed, not measured: a molecular structure, C21H69AgF3O17 in a non-equilibrium geometry, with the ωB97M-V functional and the def2-TZVPD basis.

Structure (ORCA input):
```
! RIJCOSX wB97M-V def2-TZVPD def2/J DEFGRID3
* xyz 0 2
Ag -2.04 -3.60 -0.35
C 0.52 -1.19 0.16
O 0.30 0.18 -0.16
O -0.47 -1.97 -0.23
C 1.90 -1.54 -0.38
F 2.78 -0.54 -0.22
F 2.40 -2.61 0.26
F 1.88 -1.85 -1.70
C -0.72 0.65 0.65
C -1.04 2.12 0.41
H -1.38 2.19 -0.63
H -1.90 2.33 1.05
H -0.26 2.84 0.63
H -0.42 0.53 1.70
H -1.67 0.12 0.54
H 0.62 -1.21 1.27
C 0.26 -4.48 -2.99
C 0.13 -5.52 -1.88
C 1.30 -5.45 -0.90
O -1.05 -5.48 -1.25
H 1.19 -4.64 -3.55
H 0.33 -3.47 -2.58
H -0.58 -4.48 -3.68
H 0.23 -6.49 -2.39
H 1.12 -6.09 -0.04
H 1.44 -4.43 -0.53
H 2.22 -5.71 -1.41
C -3.64 0.73 -2.07
O -4.62 -0.29 -1.84
H -2.63 0.36 -1.87
H -3.72 1.03 -3.11
H -3.80 1.59 -1.42
H -4.27 -0.90 -1.18
C -1.66 -1.26 3.31
O -2.73 -0.56 2.66
H -2.05 -2.08 3.91
H -0.97 -1.67 2.57
H -1.10 -0.53 3.90
H -3.12 -1.16 2.02
C 1.84 -1.32 3.83
O 1.25 -1.89 4.98
H 2.81 -0.83 3.96
H 1.88 -2.05 3.02
H 1.19 -0.54 3.38
H 1.12 -1.19 5.63
C 0.33 5.88 2.31
O 1.14 6.45 3.33
H 0.48 4.79 2.27
H -0.71 6.08 2.55
H 0.55 6.28 1.31
H 2.05 6.55 3.04
C -5.27 2.09 1.54
O -4.58 3.24 2.00
H -5.91 1.70 2.34
H -5.90 2.37 0.70
H -4.56 1.30 1.25
H -3.95 2.92 2.68
C -3.11 5.22 0.14
O -2.83 6.47 0.79
H -3.89 4.73 0.72
H -3.39 5.34 -0.91
H -2.22 4.59 0.21
H -2.05 6.80 0.33
C -1.28 2.48 3.75
O -2.63 2.04 3.64
H -0.82 2.63 2.77
H -1.25 3.42 4.32
H -0.69 1.83 4.41
H -2.59 1.12 3.29
C 0.06 -0.02 -3.59
O -0.64 -1.13 -3.08
H 1.15 -0.19 -3.65
H -0.23 0.25 -4.61
H -0.14 0.88 -2.99
H -0.53 -1.17 -2.11
C 5.39 -4.54 -1.37
O 6.61 -4.77 -0.70
H 4.86 -3.71 -0.88
H 5.64 -4.22 -2.37
H 4.70 -5.39 -1.36
H 6.40 -5.14 0.16
C 3.53 -2.95 -4.01
O 3.93 -3.78 -5.08
H 4.20 -2.11 -3.88
H 2.58 -2.47 -4.27
H 3.42 -3.52 -3.09
H 3.22 -4.36 -5.34
C 2.25 2.48 2.88
O 1.87 1.35 2.10
H 3.33 2.65 2.85
H 1.72 3.39 2.59
H 1.92 2.24 3.89
H 2.20 1.43 1.20
C -1.73 3.48 -4.07
O -0.65 4.09 -3.36
H -2.50 3.20 -3.34
H -2.15 4.20 -4.77
H -1.41 2.60 -4.62
H 0.10 3.46 -3.36
C 2.35 2.57 -2.39
O 1.79 2.80 -3.67
H 1.87 3.27 -1.71
H 2.07 1.58 -2.03
H 3.42 2.77 -2.39
H 2.42 2.53 -4.33
C -0.15 -4.15 2.46
O -1.43 -4.25 1.83
H 0.57 -3.72 1.75
H -0.18 -3.54 3.36
H 0.28 -5.13 2.70
H -1.92 -4.88 2.37
*
```

HOMO-LUMO gap (alpha / beta): 8.044 / 6.298 eV
LUMO (alpha / beta): -0.048 / -0.112 Ha
HOMO energy (alpha / beta): -9.36 / -9.35 eV
total energy: -2566.79773 hartree

---

Record 2
Computed, not measured: a single C4H11NO2 molecule in a non-equilibrium geometry, with the ωB97M-V functional and the def2-TZVPD basis.

Structure (ORCA input):
```
! RIJCOSX wB97M-V def2-TZVPD def2/J DEFGRID3
* xyz 0 1
C -0.91 -1.48 -1.00
C -1.38 1.59 0.70
O -0.73 -0.63 0.11
H -0.02 -1.64 -1.60
H -1.22 -2.46 -0.62
H -1.70 -1.08 -1.65
H -2.18 0.90 0.96
H -1.44 2.44 1.38
H -1.42 1.92 -0.33
C 1.54 -0.70 0.98
C 0.51 0.14 0.22
N 0.99 0.49 -1.09
O 0.13 1.22 0.99
H 0.50 1.30 -1.46
H 1.98 0.68 -1.09
H 1.86 -1.55 0.37
H 2.40 -0.08 1.22
H 1.09 -1.06 1.90
*
```

HOMO-LUMO gap: 10.514 eV
LUMO: 0.037 Ha
HOMO energy: -9.51 eV
total energy: -364.19411 hartree
energy relative to the best compared isomer or geometry (same formula, charge and spin): 194.4 kJ/mol
SMILES string: COC(C)(N)OC